The following is a quantum chemistry calculation of a 7-piece molecular cluster, H14O7 overall at a distorted geometry, from the Open Molecules 2025 dataset.

Cartesian coordinates (Å):
O -3.1819 -1.1583 -1.3042
O 3.6839 -1.6312 -0.9412
O 4.8257 0.8665 0.8946
O -1.7850 2.6544 -0.4274
O -1.5709 -2.2008 0.9444
O 0.8091 1.4797 -0.5498
O -2.2896 0.1020 1.5789
H -1.4258 3.5689 -0.4362
H 4.3636 -1.7178 -1.5733
H -4.1477 -1.1812 -1.1841
H 0.2586 1.3987 -1.3327
H -1.4121 -1.3719 1.4341
H 3.3963 -2.6078 -0.8854
H 0.9943 0.5616 -0.3037
H -3.0976 -0.4921 -2.0728
H -2.1390 2.5908 0.4748
H 3.9614 0.7691 0.4706
H -1.6102 0.2050 0.8997
H -2.7439 0.8816 1.3829
H -1.8275 -2.7400 1.6513
H 4.9385 0.0229 1.2794

Values from the calculation:
SMILES string: O.O.O.O.O.O.O
HOMO-LUMO gap: 10.8483 eV
charge: 0
highest occupied orbital energy: -10.56 eV
multiplicity: 1
relative energy (zero: lowest compared OMol25 entry of this formula, charge and spin): 290.7 kJ/mol

These are the Mulliken partial charges, in e, on atoms 1 to 4: number 1, O, carries -0.606; number 2, O, carries -0.608; number 3, O, carries -0.629; number 4, O, carries -0.580

=====

The following is a quantum chemistry calculation of C7H23NO3PTi as an isolated structure at a distorted geometry, from the Open Molecules 2025 dataset.

Cartesian coordinates (Å):
Ti 0.9358 1.1330 -1.6829
P -0.7487 -0.1064 -0.0009
O 2.1793 -0.2243 -1.0902
O -0.4215 -0.4683 1.5756
O -2.2721 -0.5994 -0.2154
N 1.5355 1.6885 0.6610
C 2.8610 -1.2140 -1.8727
C 4.2183 -0.8018 -2.4029
C -4.3013 -0.1442 1.0836
C -0.4054 -1.6696 3.7034
C -0.8194 2.4532 -1.6991
C -0.4891 -1.7996 2.2039
C -3.4860 0.2253 -0.1260
H -1.4212 -2.2955 1.9053
H 1.5413 2.6699 0.9280
H -5.2161 0.4548 1.0771
H 2.4737 1.3293 0.7809
H 1.8035 2.5144 -1.5827
H -0.2565 -2.6608 4.1413
H -4.5851 -1.2030 1.0655
H -1.3524 1.7631 -2.3584
H 0.3602 -2.3759 1.8258
H -0.1983 3.0660 -2.3812
H -3.7577 0.0796 2.0085
H 4.9442 -0.8518 -1.5961
H -4.0262 0.0028 -1.0476
H 2.2502 -1.5186 -2.7199
H 4.2160 0.2170 -2.7810
H 1.5686 0.5863 -3.0759
H -1.5533 3.1298 -1.2248
H 0.4274 -1.0384 4.0269
H 0.9554 1.2111 1.3470
H -1.3350 -1.2774 4.1256
H -3.1970 1.2802 -0.1133
H 2.9931 -2.1243 -1.2715
H 4.5786 -1.4310 -3.2167

Values from the calculation:
HOMO-LUMO gap (alpha / beta): 6.1074 / 6.1151 eV
charge: +1
highest occupied orbital energy (alpha / beta): -12.44 / -12.45 eV
multiplicity: 1
relative energy (zero: lowest compared OMol25 entry of this formula, charge and spin): 0.0 kJ/mol

These are the Mulliken partial charges, in e, on atoms 1 to 4: number 1, Ti, carries -0.333; number 2, P, carries 0.968; number 3, O, carries -0.382; number 4, O, carries -0.348

=====

The following is a quantum chemistry calculation of one molecule with the formula C2H2O3 at a distorted geometry, from the Open Molecules 2025 dataset.

Cartesian coordinates (Å):
O 1.6012 0.0865 -0.0301
O -1.7521 -0.6213 -0.0225
O -0.6605 1.3253 -0.0076
C -0.7431 0.0172 -0.0317
C 0.6387 -0.6396 -0.0172
H 0.6417 -1.7324 0.0868
H 0.2741 1.5643 0.0223

Values from the calculation:
SMILES string: O=CC(=O)O
HOMO-LUMO gap: 10.0006 eV
charge: 0
highest occupied orbital energy: -10.70 eV
multiplicity: 1
relative energy (zero: lowest compared OMol25 entry of this formula, charge and spin): 15.5 kJ/mol

These are the Mulliken partial charges, in e, on atoms 1 to 4: number 1, O, carries -0.501; number 2, O, carries -0.496; number 3, O, carries -0.456; number 4, C, carries 0.461

=====

The following is a quantum chemistry calculation of C21H20ClN2O7PPd as an isolated structure, from the Open Molecules 2025 dataset.

Cartesian coordinates (Å):
Pd 0.7074 2.3633 -0.0184
Cl -0.9974 5.0117 -1.1383
P 1.2048 0.2920 0.3716
O -0.9257 3.7978 -1.9374
O 5.1603 1.5507 1.8192
O -1.8071 4.7457 0.0257
O -3.6939 0.5444 0.7118
O 0.3343 5.3825 -0.7309
O -1.5894 6.0661 -1.9225
O 2.9422 1.2105 2.0884
N -2.4377 1.6757 -0.8442
N -4.6107 1.0860 -1.3158
C 0.9454 -2.5842 3.3172
C 4.0245 0.0231 0.3972
C 5.2364 -0.4947 -0.0452
C 0.0340 -0.6579 -0.7239
C -1.8979 -1.7340 -2.4636
C 0.3896 -1.8740 4.3742
C 5.2880 -1.5074 -0.9920
C 1.2034 -1.9461 2.1119
C -3.5619 1.0746 -0.3820
C -0.9911 -1.4669 -0.2458
C 0.9143 -0.5947 1.9500
C -1.9506 -1.9957 -1.1053
C 2.8230 -0.4498 -0.1455
C 4.1015 -2.0121 -1.5030
C 0.0547 -0.3789 -2.0975
C 2.8885 -1.4820 -1.0834
C 4.0568 1.0342 1.5503
C 0.1001 -0.5253 4.2195
C -5.7153 0.1812 -1.0834
C -0.8831 -0.9170 -2.9583
C 0.3658 0.1108 3.0152
H -5.4884 -0.8571 -1.3535
H -5.9521 0.1982 -0.0229
H 0.8062 0.3032 -2.4814
H -2.7537 -2.5964 -0.6949
H 0.1712 1.1661 2.8815
H -2.5311 2.4232 -1.5168
H 0.1872 -2.3698 5.3170
H -4.2821 1.1207 -2.2680
H 4.1115 -2.8189 -2.2284
H 1.6371 -2.5031 1.2894
H -1.6669 1.8543 -0.2043
H 6.1304 -0.0748 0.3982
H 1.1787 -3.6370 3.4317
H 1.9768 -1.8889 -1.5032
H -6.5883 0.5109 -1.6493
H -1.0761 -1.6654 0.8142
H -0.3259 0.0359 5.0434
H -0.8422 -0.6785 -4.0150
H -2.6466 -2.1443 -3.1324
H 6.2414 -1.9077 -1.3207

Values from the calculation:
HOMO-LUMO gap: 5.9699 eV
charge: -2
highest occupied orbital energy: -1.38 eV
multiplicity: 1
relative energy (zero: lowest compared OMol25 entry of this formula, charge and spin): 0.0 kJ/mol

These are the Mulliken partial charges, in e, on atoms 1 to 4: number 1, Pd, carries -0.839; number 2, Cl, carries 1.692; number 3, P, carries 1.189; number 4, O, carries -0.658

=====

The following is a quantum chemistry calculation of C31H18BrN6O8Pr as an isolated structure at a distorted geometry, from the Open Molecules 2025 dataset.

Cartesian coordinates (Å):
Pr 0.3469 0.1274 -0.1037
Br 3.1169 1.7888 2.2750
O 1.3864 -1.9674 -0.8776
O -4.2310 -1.2426 -0.4631
O -0.3447 -0.8719 4.2711
O 0.8399 -0.4102 2.4458
O 0.5777 2.4486 -0.3377
O 2.9376 -3.6354 -0.8925
O -0.5986 4.3962 -0.3364
O -0.3174 1.2048 -4.7533
N -2.2134 -0.1248 -0.5913
N -0.5461 1.6102 1.7014
N 2.0328 0.4275 -2.2423
N 2.9587 -0.6292 0.9223
N -0.6279 0.7977 -2.4840
N -1.1147 -2.0504 1.0138
C -3.7771 1.7507 -0.9657
C 2.2744 0.0850 -4.5690
C -2.0148 1.4857 3.4931
C -4.1263 2.9192 -1.6631
C -1.1401 -4.2403 1.9161
C 3.6506 -0.1556 -4.4260
C 4.3239 -0.6858 2.8742
C -3.0840 -3.3670 0.8521
C 3.1790 -1.9397 0.7000
C -3.0397 -1.0802 -0.1975
C -2.6520 0.9949 -1.2576
C -1.0491 2.7650 1.3152
C -2.5674 2.7354 3.1916
C 1.4996 0.4512 -3.4672
C -3.3386 3.4160 -2.7339
C -0.5682 -3.0242 1.7547
C -2.0675 3.4309 2.0788
C -1.8299 1.4742 -2.2815
C -2.4711 -4.3596 1.6057
C 3.3472 0.2023 -2.1078
C -0.3413 3.2791 0.0817
C 2.4733 -2.5659 -0.5456
C 3.9448 -2.6483 1.5892
C 3.5072 -0.0165 1.9561
C -2.3717 -2.1675 0.6510
C -0.1030 -0.2009 3.2481
C -0.9979 0.9785 2.7587
C 4.1749 -0.0557 -3.1581
C -2.2296 2.6398 -3.0012
C 0.0607 0.8334 -3.6335
C 4.5454 -2.0025 2.6538
H -3.3686 3.0837 3.7731
H -2.3046 0.9809 4.4083
H 3.8198 0.1942 -1.1068
H 1.7409 0.1182 -5.5326
H 4.2819 -0.4054 -5.2255
H -2.4638 4.3363 1.7016
H 5.2720 -0.1571 -2.9893
H 4.0472 -3.7237 1.5081
H -4.5693 1.3441 -0.2918
H 4.5599 -0.0683 3.7159
H 0.4160 -2.8309 2.1153
H -3.5720 4.2827 -3.3868
H -0.5482 -5.0330 2.4307
H 5.1456 -2.6602 3.3590
H -1.6082 2.8825 -3.8503
H -4.1448 -3.2784 0.6669
H -3.0410 -5.3020 1.8167
H -5.0779 3.4357 -1.3725

Values from the calculation:
HOMO-LUMO gap (alpha / beta): 5.8010 / 5.8113 eV
charge: -2
highest occupied orbital energy (alpha / beta): -1.63 / -1.64 eV
multiplicity: 3
relative energy (zero: lowest compared OMol25 entry of this formula, charge and spin): 0.0 kJ/mol

These are the Mulliken partial charges, in e, on atoms 1 to 4: number 1, Pr, carries 1.101; number 2, Br, carries -0.098; number 3, O, carries -0.537; number 4, O, carries -0.819

=====

The following is a quantum chemistry calculation of C26H39BrI2N5NdO4PS2 as an isolated structure at a distorted geometry, from the Open Molecules 2025 dataset.

Cartesian coordinates (Å):
Nd -2.5568 -2.0156 1.9540
I 3.7685 4.7259 -2.7544
I -1.5016 -0.0437 -3.2987
Br 4.5514 1.4639 -2.3199
S 2.4074 -0.6708 -1.6945
S 3.0837 -3.4712 -0.7144
P -3.0142 -1.2769 -0.2168
O -3.8413 -1.4810 -1.6161
O -3.2263 -3.3260 3.6666
O 2.8685 -1.2395 4.3554
O -1.3742 6.0523 0.3349
N 0.2761 4.1125 -4.6295
N 1.1130 6.3407 -4.4133
N -1.1259 5.8423 -4.0092
N -0.5962 0.2972 -1.3839
N -3.0221 0.4656 0.2314
C 0.4120 -3.7942 -0.0500
C -1.4967 3.6117 -0.1268
C 1.4004 -2.9210 -0.5760
C -1.4007 3.0143 -1.5896
C 2.6270 -3.3634 3.1292
C 1.4740 -4.3110 2.7310
C -1.2037 -1.8365 -0.3971
C 2.3259 -0.1162 3.6877
C 0.5773 5.0351 -2.2914
C 0.4401 1.2338 -1.6507
C -1.7351 -4.8153 2.2129
C -0.1951 -0.9841 -0.9468
C -2.2256 4.9726 -0.0701
C 1.8143 -5.2719 1.5582
C 0.2224 5.3203 -3.8309
C -0.8785 -3.3122 0.0704
C 0.0505 2.5753 -1.7844
C 2.7189 1.9377 -2.1139
C 0.8359 -5.2030 0.3481
C 2.3250 3.2567 -2.2612
C 0.9721 3.5750 -2.0980
C -1.8156 -3.6221 3.2927
C 1.7911 0.9517 -1.8338
C 2.0677 -2.3886 4.2037
C -1.9691 -4.3668 0.6571
C 1.0747 -1.5568 -1.0250
H 1.7113 0.5114 4.3532
H 1.2256 3.9393 -4.9711
H -2.1188 0.5945 0.6972
H -3.8275 -3.8399 3.0697
H -0.3311 5.2801 -1.7360
H -2.6112 5.2591 -1.0591
H 2.0010 -2.9270 5.1621
H 3.1683 0.4845 3.3207
H -2.5779 -5.4795 2.4705
H 1.2399 -4.9165 3.6244
H -1.7758 5.0647 -3.9650
H -0.8439 -5.4227 2.3691
H 3.4664 -3.8803 3.6051
H 1.7343 -6.2943 1.9530
H -2.0988 2.1823 -1.6716
H 1.5697 6.0537 -5.2878
H 0.5891 -3.6831 2.5586
H -0.2833 4.2936 -5.4714
H 1.6905 -0.4042 2.8300
H -0.4890 3.7136 0.3020
H -3.0447 -4.0390 0.5421
H -0.6210 5.7080 0.8263
H -4.6914 -1.0258 -1.4707
H -1.1858 -2.6692 2.9582
H 1.0184 -2.1450 3.9366
H -1.3403 6.5432 -3.3073
H -3.7144 0.5865 0.9786
H -1.6577 3.8223 -2.2716
H -0.0235 -5.8502 0.5327
H -1.8739 -5.2790 0.0586
H 2.8615 -5.1249 1.2926
H 3.7822 -2.3657 -0.3496
H -3.0698 4.9854 0.6342
H 2.9453 -2.7990 2.2404
H -1.3195 -3.9709 4.2055
H 1.7800 6.7425 -3.7401
H -2.0064 2.8781 0.5117
H 1.3416 -5.6363 -0.5299
H 1.3618 5.7132 -1.9384

Values from the calculation:
HOMO-LUMO gap (alpha / beta): 2.1075 / 2.2574 eV
charge: +3
highest occupied orbital energy (alpha / beta): -13.92 / -13.92 eV
multiplicity: 4

These are the Mulliken partial charges, in e, on atoms 1 to 4: number 1, Nd, carries 1.132; number 2, I, carries 0.234; number 3, I, carries 0.329; number 4, Br, carries -0.201